{"formula": "C6H10", "method": "wB97M-V/def2-TZVPD", "homo_ev": -9.40, "smiles": "C=C=CCCC", "relative_energy_kj_mol": 129.8, "molar_mass_g_mol": 82.146, "symbols": ["H", "H", "C", "C", "H", "H", "H", "H", "C", "H", "H", "C", "H", "C", "C", "H"], "coordinates": [[3.12880, -1.08723, 0.36491], [2.26000, -0.85516, 1.89219], [-1.91173, 0.56920, -0.87240], [2.31714, -0.53159, 0.84593], [0.09981, 1.10462, 0.77061], [1.06234, -0.44359, -0.91807], [-0.23272, -0.25450, 1.84861], [-2.93276, 2.22107, -1.64203], [0.98613, -0.75264, 0.13287], [2.58726, 0.53142, 0.84268], [-2.05391, 1.14405, -2.87801], [-2.31950, 1.34470, -1.84185], [0.73405, -1.82141, 0.12278], [-1.48331, -0.17868, 0.11109], [-0.15076, 0.03682, 0.79253], [-2.09082, -1.02707, 0.42816]], "forces_ev_per_angstrom": [[-0.11, 0.08, 0.07], [0.02, 0.04, -0.15], [-0.02, -0.01, 0.07], [0.05, 0.00, 0.02], [-0.04, -0.15, 0.02], [-0.01, -0.05, 0.17], [0.02, 0.06, -0.17], [0.09, -0.15, -0.01], [-0.03, -0.04, -0.03], [-0.03, -0.16, 0.00], [-0.04, -0.01, 0.18], [0.05, -0.05, 0.08], [0.03, 0.14, 0.01], [-0.08, 0.10, -0.22], [0.02, 0.07, 0.03], [0.09, 0.11, -0.10]]}